# 1
A structure of composition C42H33As2F2N4PdSe at a distorted geometry, computed with ωB97M-V with the def2-TZVPD basis set.

CARTESIAN COORDINATES (ANGSTROEM)
Pd1 -1.04 0.24 0.23
F1 -3.71 -4.35 1.12
C1 -3.19 -3.23 1.64
C2 -2.46 -2.38 0.82
C3 -1.91 -1.23 1.36
C4 -2.05 -0.93 2.73
C5 -2.84 -1.80 3.50
F2 -3.09 -1.52 4.78
C6 -3.40 -2.95 2.98
C7 -1.42 0.29 3.25
C8 -1.17 0.56 4.60
C9 -0.59 1.77 4.95
C10 -0.26 2.69 3.96
C11 -0.50 2.34 2.64
N1 -1.05 1.18 2.31
H1 -2.36 -2.63 -0.24
H2 -3.99 -3.60 3.60
H3 -1.42 -0.15 5.36
H4 -0.42 2.00 5.99
H5 0.18 3.65 4.20
H6 -0.29 3.01 1.82
C12 2.18 0.39 0.86
C13 2.37 1.24 -0.40
As1 0.56 1.69 -1.12
C14 0.37 0.36 -2.55
C15 1.31 0.22 -3.57
C16 1.10 -0.69 -4.59
C17 -0.04 -1.48 -4.60
C18 -0.99 -1.33 -3.60
C19 -0.78 -0.41 -2.59
C20 0.94 3.20 -2.33
C21 -0.03 3.54 -3.27
C22 0.19 4.58 -4.16
C23 1.40 5.26 -4.15
C24 2.37 4.92 -3.23
C25 2.14 3.90 -2.31
As2 1.09 -1.18 0.40
C26 1.33 -2.31 1.97
C27 1.21 -3.69 1.80
C28 1.43 -4.55 2.87
C29 1.77 -4.03 4.11
C30 1.87 -2.66 4.29
C31 1.64 -1.80 3.23
C32 2.44 -2.07 -0.75
C33 2.14 -2.56 -2.01
C34 3.15 -3.11 -2.80
C35 4.44 -3.18 -2.32
C36 4.73 -2.73 -1.04
C37 3.73 -2.19 -0.25
H7 1.62 0.97 1.61
H8 3.14 0.11 1.31
H9 2.98 0.71 -1.14
H10 2.89 2.17 -0.13
H11 2.21 0.83 -3.56
H12 1.83 -0.78 -5.38
H13 -0.20 -2.19 -5.39
H14 -1.90 -1.92 -3.62
H15 -1.57 -0.27 -1.81
H16 -0.96 2.99 -3.29
H17 -0.57 4.85 -4.87
H18 1.58 6.05 -4.86
H19 3.32 5.44 -3.22
H20 2.90 3.68 -1.58
H21 0.96 -4.08 0.82
H22 1.35 -5.61 2.73
H23 1.96 -4.70 4.93
H24 2.14 -2.26 5.26
H25 1.73 -0.73 3.37
H26 1.12 -2.53 -2.38
H27 2.92 -3.48 -3.78
H28 5.22 -3.59 -2.93
H29 5.74 -2.82 -0.65
H30 3.95 -1.86 0.76
Se1 -2.44 4.73 -1.15
N2 -4.15 4.46 -0.79
C38 -4.32 3.20 -0.41
C39 -5.52 2.59 -0.02
C40 -5.47 1.26 0.36
C41 -4.27 0.55 0.32
N3 -3.11 1.10 -0.06
C42 -3.11 2.40 -0.40
N4 -2.00 3.04 -0.75
H31 -6.43 3.16 -0.04
H32 -6.37 0.75 0.67
H33 -4.26 -0.50 0.57

Values from the calculation:
Frontier orbital gap (spin up / spin down) in eV: 6.23 / 6.23
Lowest unoccupied orbital energy (spin up / spin down) in eV: -4.041 / -4.041
Net charge: +1
Multiplicity: 1
E_HOMO (spin up / spin down) in eV: -10.2699 / -10.2687

=====

# 2
A structure of composition C42H33BCdCl2N7O2PS3Se at a distorted geometry, computed with ωB97M-V with the def2-TZVPD basis set.

CARTESIAN COORDINATES (ANGSTROEM)
Cd1 -0.23 -1.86 -0.46
N1 3.34 -1.89 -0.13
P1 2.02 -2.70 0.71
C1 2.65 -4.35 0.51
C2 3.59 -4.92 1.33
C3 3.83 -6.35 1.28
C4 3.06 -7.13 0.43
C5 2.17 -6.53 -0.46
C6 2.00 -5.15 -0.46
C7 2.31 -2.21 2.39
C8 2.39 -3.10 3.50
C9 2.56 -2.60 4.79
C10 2.42 -1.25 5.04
C11 2.26 -0.38 3.97
C12 2.28 -0.83 2.65
C13 3.09 -1.00 -1.16
C14 4.09 -0.29 -1.89
C15 3.73 0.88 -2.59
C16 2.35 1.15 -2.79
C17 1.45 0.24 -2.27
N2 1.75 -0.71 -1.39
H1 4.29 -2.26 -0.12
H2 4.12 -4.36 2.08
H3 4.64 -6.82 1.84
H4 3.17 -8.23 0.47
H5 1.63 -7.14 -1.17
H6 1.38 -4.73 -1.24
H7 2.17 -4.17 3.40
H8 2.85 -3.31 5.56
H9 2.34 -0.93 6.12
H10 2.32 0.68 4.13
H11 2.42 -0.11 1.86
H12 5.11 -0.61 -1.84
H13 4.46 1.39 -3.23
H14 2.02 2.03 -3.25
H15 0.40 0.27 -2.53
S1 -0.44 0.54 1.08
C18 -1.30 0.88 2.58
C19 -0.61 1.44 3.68
N3 -0.01 1.94 4.56
C20 -2.73 0.87 2.61
S2 -3.76 0.19 1.48
C21 -3.36 1.42 3.84
N4 -3.81 1.98 4.76
Cl1 -2.40 0.06 -2.14
C22 -2.76 -1.19 -3.32
C23 -3.92 -0.97 -4.10
C24 -4.34 -1.85 -5.10
C25 -3.52 -2.98 -5.31
C26 -2.34 -3.26 -4.55
Cl2 -1.49 -4.68 -4.83
C27 -1.92 -2.35 -3.52
S3 -0.37 -2.75 -2.81
H16 -4.53 -0.16 -3.73
H17 -5.14 -1.61 -5.79
H18 -3.83 -3.64 -6.09
Se1 -1.57 -2.55 3.02
N5 -2.65 -3.86 3.67
C28 -2.65 -4.81 2.72
C29 -3.14 -6.16 2.94
C30 -3.20 -6.97 1.80
C31 -2.87 -6.40 0.54
N6 -2.34 -5.20 0.31
C32 -2.14 -4.42 1.37
N7 -1.54 -3.20 1.23
H19 -3.31 -6.51 3.98
H20 -3.57 -8.02 1.85
H21 -3.09 -7.04 -0.34
C33 0.29 8.99 -1.65
C34 -0.88 8.03 -1.37
C35 -1.42 7.56 -2.70
C36 -1.97 8.82 -0.64
C37 -0.39 6.74 -0.60
C38 0.95 6.59 -0.18
C39 1.45 5.35 0.28
C40 0.65 4.31 0.26
O1 0.93 3.00 0.55
B1 -0.28 2.26 0.48
O2 -1.33 3.18 0.10
C41 -0.70 4.42 -0.06
C42 -1.26 5.64 -0.29
H22 0.05 9.75 -2.37
H23 1.17 8.42 -2.04
H24 0.64 9.49 -0.71
H25 -1.66 8.39 -3.32
H26 -2.34 7.01 -2.67
H27 -0.70 6.98 -3.21
H28 -2.21 9.74 -1.18
H29 -1.62 9.08 0.34
H30 -2.95 8.27 -0.59
H31 1.67 7.41 -0.29
H32 2.46 5.32 0.70
H33 -2.33 5.77 -0.32

Values from the calculation:
Frontier orbital gap in eV: 1.74
Lowest unoccupied orbital energy in eV: 3.191
Net charge: -2
Multiplicity: 1
E_HOMO in eV: 1.4469

=====

# 3
A structure of composition C42H33BCrF6O5S at a distorted geometry, computed with ωB97M-V with the def2-TZVPD basis set.

CARTESIAN COORDINATES (ANGSTROEM)
C1 -4.41 3.81 -0.99
C2 -3.56 2.55 -0.95
C3 -3.28 1.67 -1.98
C4 -2.61 0.42 -1.54
C5 -2.82 0.09 -0.22
B1 -0.55 0.31 3.50
C6 -0.16 1.35 2.09
C7 0.25 2.33 2.95
C8 1.29 3.16 2.55
C9 2.04 3.95 3.58
F1 2.88 4.86 3.01
F2 1.24 4.62 4.46
F3 2.83 3.13 4.34
C10 1.78 3.13 1.26
C11 1.08 2.39 0.31
C12 1.58 2.37 -1.11
F4 1.46 1.09 -1.61
F5 0.90 3.20 -1.96
F6 2.89 2.72 -1.22
C13 0.02 1.54 0.69
O1 -1.83 0.55 3.66
C14 -3.26 0.13 3.72
C15 -3.92 -0.78 2.65
C16 -4.46 -2.06 3.29
C17 -5.25 -0.20 2.15
C18 -3.08 -1.22 1.45
O2 -1.72 -0.85 1.51
S1 -2.97 1.73 0.51
H1 -4.78 3.90 -2.03
H2 -5.30 3.67 -0.35
H3 -3.92 4.76 -0.70
H4 -3.63 1.91 -3.02
H5 -2.12 -0.28 -2.21
H6 -0.11 2.38 3.97
H7 2.63 3.76 1.01
H8 -0.54 1.09 -0.15
H9 -3.27 -0.36 4.69
H10 -3.75 1.11 3.78
H11 -5.06 -2.66 2.58
H12 -3.70 -2.71 3.73
H13 -5.17 -1.75 4.08
H14 -5.80 -0.96 1.56
H15 -5.91 0.00 3.02
H16 -5.12 0.71 1.57
H17 -3.14 -2.28 1.23
H18 -3.55 -0.74 0.42
O3 0.85 -6.33 8.44
C19 0.24 -5.38 8.13
Cr1 -0.52 -3.75 7.51
C20 0.60 -4.06 6.05
O4 1.40 -4.26 5.24
C21 1.04 -2.85 8.10
O5 2.09 -2.43 8.39
C22 -2.23 -3.65 8.86
C23 -2.50 -4.55 7.82
C24 -2.30 -4.15 6.49
C25 -1.85 -2.83 6.14
C26 -1.57 -2.38 4.75
C27 -1.32 -2.05 3.59
C28 -0.91 -1.80 2.14
C29 0.50 -1.14 2.24
C30 1.24 -0.93 3.48
C31 2.58 -0.43 3.46
C32 3.28 -0.33 2.26
C33 2.60 -0.57 1.05
C34 1.22 -0.83 1.07
C35 -0.91 -3.17 1.43
C36 -1.59 -4.23 2.03
C37 -1.58 -5.51 1.48
C38 -0.84 -5.80 0.34
C39 -0.20 -4.74 -0.31
C40 -0.23 -3.43 0.23
C41 -1.59 -1.96 7.25
C42 -1.79 -2.36 8.58
H19 -2.33 -3.96 9.90
H20 -2.85 -5.55 8.09
H21 -2.51 -4.92 5.74
H22 0.71 -1.10 4.44
H23 3.08 -0.14 4.41
H24 4.34 -0.04 2.24
H25 3.14 -0.50 0.09
H26 0.66 -0.72 0.15
H27 -2.12 -4.08 2.97
H28 -2.15 -6.30 1.99
H29 -0.69 -6.85 0.02
H30 0.32 -4.97 -1.24
H31 0.25 -2.60 -0.27
H32 -1.19 -0.96 7.11
H33 -1.59 -1.67 9.42

Values from the calculation:
Frontier orbital gap (spin up / spin down) in eV: 6.44 / 5.28
<S²>: 3.79
Lowest unoccupied orbital energy (spin up / spin down) in eV: -9.650 / -10.807
Net charge: +3
Multiplicity: 4
E_HOMO (spin up / spin down) in eV: -16.0876 / -16.0857

=====

# 4
A structure of composition C42H33N3OPRh, computed with ωB97M-V with the def2-TZVPD basis set.

CARTESIAN COORDINATES (ANGSTROEM)
Rh1 0.45 -0.04 -0.27
N1 0.84 1.90 0.45
C1 -0.03 3.02 0.74
C2 0.38 4.00 1.63
C3 -0.39 5.15 1.76
C4 -1.51 5.31 0.97
C5 -1.91 4.31 0.09
C6 -1.20 3.11 0.00
C7 -1.69 1.98 -0.84
C8 -3.06 1.98 -1.16
C9 -3.64 1.07 -2.02
C10 -2.84 0.13 -2.64
C11 -1.50 0.05 -2.30
C12 -0.95 0.90 -1.35
H1 1.56 1.82 1.17
H2 1.31 2.18 -0.41
H3 1.29 3.88 2.20
H4 -0.08 5.92 2.45
H5 -2.08 6.23 1.02
H6 -2.78 4.47 -0.53
H7 -3.69 2.74 -0.71
H8 -4.70 1.12 -2.22
H9 -3.25 -0.56 -3.38
H10 -0.86 -0.65 -2.81
C13 4.76 0.61 -1.00
C14 3.40 0.91 -1.01
N2 2.45 -0.01 -0.89
C15 2.86 -1.32 -0.84
C16 4.20 -1.71 -0.79
C17 5.16 -0.69 -0.85
C18 4.53 -3.11 -0.71
C19 3.57 -4.05 -0.78
C20 2.19 -3.69 -0.95
C21 1.15 -4.62 -1.17
C22 -0.12 -4.16 -1.39
C23 -0.38 -2.79 -1.35
N3 0.57 -1.90 -1.14
C24 1.84 -2.34 -0.95
H11 5.47 1.42 -1.10
H12 3.08 1.94 -1.13
H13 6.21 -0.94 -0.81
H14 5.57 -3.38 -0.63
H15 3.82 -5.10 -0.75
H16 1.38 -5.67 -1.18
H17 -0.94 -4.84 -1.58
H18 -1.39 -2.41 -1.48
O1 -1.10 -1.01 0.72
P1 -1.99 -1.19 1.96
C25 -2.72 0.29 2.63
C26 -1.96 1.44 2.76
C27 -2.53 2.59 3.30
C28 -3.86 2.58 3.70
C29 -4.62 1.43 3.58
C30 -4.05 0.28 3.05
C31 -1.04 -1.97 3.25
C32 -0.23 -3.06 2.92
C33 0.54 -3.68 3.89
C34 0.50 -3.22 5.20
C35 -0.30 -2.14 5.54
C36 -1.07 -1.51 4.56
C37 -3.32 -2.27 1.45
C38 -4.11 -1.86 0.37
C39 -5.15 -2.67 -0.06
C40 -5.41 -3.87 0.59
C41 -4.63 -4.28 1.66
C42 -3.58 -3.47 2.10
H19 -0.92 1.44 2.46
H20 -1.93 3.48 3.40
H21 -4.30 3.47 4.12
H22 -5.65 1.42 3.90
H23 -4.65 -0.62 2.97
H24 -0.21 -3.43 1.90
H25 1.15 -4.53 3.64
H26 1.10 -3.70 5.96
H27 -0.34 -1.79 6.56
H28 -1.70 -0.68 4.83
H29 -3.91 -0.92 -0.12
H30 -5.77 -2.35 -0.89
H31 -6.22 -4.50 0.25
H32 -4.84 -5.21 2.16
H33 -2.98 -3.78 2.94

Values from the calculation:
Frontier orbital gap in eV: 7.23
Lowest unoccupied orbital energy in eV: -6.151
Net charge: +2
Multiplicity: 1
E_HOMO in eV: -13.3764

=====

For the records above, the corresponding relative energy (zero: lowest compared OMol25 entry of this formula, charge and spin) values read 44.10, 41.00, 75.69, 36.94 kcal/mol.